H24O12Xe | ωB97M-V/def2-TZVPD

Summary:
- HOMO-LUMO gap (eV) = 10.130
- E (eV) = -33922.821
- HOMO (Eh) = -0.3780

Each line ends with the natural charge from an NBO analysis.
Geometry (Å):
1 Xe 0.309 0.681 -0.049  0.010
2 O -0.235 -1.950 2.812  -0.974
3 O -1.125 0.315 -3.576  -0.968
4 O 1.483 1.638 -3.419  -0.990
5 O 2.369 -0.904 2.834  -0.968
6 O 0.169 3.841 -1.323  -0.970
7 O 1.965 -0.989 -2.198  -0.971
8 O -2.922 -0.924 1.405  -0.959
9 O -2.522 -0.911 -1.565  -0.979
10 O -0.144 -2.499 -1.446  -0.993
11 O 0.638 3.865 1.379  -0.963
12 O 1.587 1.721 3.300  -0.971
13 O -1.546 -3.653 0.888  -0.969
14 H -1.303 0.041 -2.676  0.498
15 H 1.510 0.781 3.139  0.488
16 H 1.242 3.219 1.746  0.499
17 H -0.921 -0.497 -4.039  0.471
18 H -2.707 -1.007 -0.631  0.508
19 H 1.583 2.443 -3.927  0.482
20 H -3.373 -1.593 1.919  0.490
21 H 1.904 -0.036 -2.134  0.499
22 H 2.891 -1.257 2.114  0.499
23 H -0.806 -1.230 2.546  0.474
24 H 0.507 2.947 -1.372  0.461
25 H -1.451 -3.442 1.817  0.475
26 H -0.910 -3.089 0.448  0.487
27 H -0.071 3.920 2.020  0.476
28 H 2.989 -0.388 3.349  0.492
29 H -3.107 -1.536 -1.992  0.489
30 H 0.682 1.238 -3.759  0.501
31 H 1.279 1.836 4.199  0.475
32 H -0.923 -1.958 -1.313  0.470
33 H -3.338 -0.102 1.662  0.478
34 H 0.502 -1.901 -1.822  0.491
35 H 0.356 4.120 -0.427  0.489
36 H 0.650 -1.591 2.751  0.489
37 H 2.787 -1.147 -2.663  0.485

C47H46N5O3S2TeY | ωB97M-V/def2-TZVPD

Summary:
- HOMO-LUMO gap (spin up / spin down) (eV) = 7.193 / 6.904
- charge = +1
- E (eV) = -93084.624
- 2S+1 = 2
- HOMO (spin up / spin down) (Eh) = -0.3547 / -0.3827

Each line ends with the Löwdin charge.
Geometry (Å):
1 Te 0.152 -1.464 -2.648  1.748
2 Y 2.082 0.527 0.874  1.355
3 S -0.438 1.566 0.723  0.764
4 S 2.311 2.977 2.509  0.589
5 O 1.187 3.858 2.669  -0.285
6 O 2.832 2.788 1.125  -0.408
7 O 3.707 -0.466 -0.153  -0.216
8 N -1.310 4.076 0.552  0.084
9 N 2.135 1.468 2.923  -0.265
10 N 1.446 -1.068 2.619  0.032
11 N 0.104 3.408 -1.101  0.133
12 N 1.546 -0.962 -0.707  -0.239
13 C -0.559 3.102 0.026  -0.752
14 C 5.185 -2.900 -3.213  -0.062
15 C -2.960 -4.991 -7.010  -0.041
16 C -0.156 -0.419 5.905  -0.030
17 C 0.130 0.908 6.036  -0.050
18 C 5.833 3.413 4.361  -0.059
19 C -1.125 -3.435 -6.283  -0.009
20 C -2.216 -4.234 -5.949  -0.253
21 C -2.086 -0.966 -0.545  -0.363
22 C -1.405 -1.864 0.442  -0.093
23 C 0.074 -2.504 4.563  0.016
24 C -1.953 5.242 2.545  -0.027
25 C -1.599 -0.641 -1.812  -0.388
26 C 1.025 -0.443 3.769  -0.157
27 C -2.320 -3.826 -2.192  -0.051
28 C -3.490 0.792 -2.174  -0.005
29 C 3.403 -2.214 -1.753  -0.196
30 C 3.263 -4.316 -2.917  -0.071
31 C -3.290 -0.401 -0.131  -0.036
32 C -1.845 0.598 -4.028  -0.080
33 C -2.663 5.335 3.730  -0.070
34 C 0.548 -3.126 3.445  -0.030
35 C -2.035 4.086 1.782  -0.253
36 C -3.539 3.132 3.369  -0.067
37 C -2.842 3.031 2.173  -0.052
38 C 5.627 4.550 5.136  -0.063
39 C 4.491 -4.065 -3.512  -0.072
40 C 2.718 -3.389 -2.041  -0.101
41 C -4.010 0.476 -0.928  -0.258
42 C 1.222 -2.355 2.481  -0.122
43 C -3.451 4.272 4.150  -0.079
44 C 3.609 3.628 3.499  -0.283
45 C 4.821 2.945 3.543  -0.053
46 C -0.421 -2.716 -5.328  -0.320
47 C 0.300 -1.122 4.759  -0.146
48 C 0.892 1.594 5.058  0.006
49 C -0.848 -2.793 -3.992  -0.367
50 C -5.308 1.066 -0.451  -0.033
51 C -2.299 0.244 -2.639  -0.303
52 C -1.892 -3.626 -3.618  -0.286
53 C 3.393 4.761 4.267  -0.053
54 C 4.416 5.218 5.087  -0.062
55 C -2.570 -4.325 -4.615  -0.006
56 C 0.765 -1.903 -5.779  -0.090
57 C 1.336 0.941 3.944  -0.255
58 C 2.819 -1.187 -0.847  -0.623
59 C 4.650 -1.980 -2.325  -0.013
60 H -1.270 -1.328 1.384  0.069
61 H -1.319 6.058 2.222  0.118
62 H 6.780 2.893 4.397  0.112
63 H -2.297 -5.680 -7.533  0.086
64 H 0.585 -0.829 -5.693  0.066
65 H -0.806 -3.376 -7.317  0.123
66 H -3.376 -4.313 -7.755  0.086
67 H 0.983 -2.120 -6.822  0.080
68 H -3.392 -4.972 -4.328  0.121
69 H -1.187 4.995 0.148  0.155
70 H 2.445 5.275 4.220  0.111
71 H -0.213 1.451 6.905  0.112
72 H 1.567 -2.805 1.557  0.114
73 H -0.808 0.945 -4.043  0.055
74 H -2.596 6.235 4.325  0.108
75 H -0.427 -2.205 0.111  0.022
76 H -4.003 4.339 5.076  0.106
77 H -0.473 -3.061 5.314  0.126
78 H 0.131 4.342 -1.475  0.121
79 H 4.973 2.061 2.940  0.115
80 H 0.661 2.702 -1.552  0.101
81 H -2.940 2.154 1.555  0.067
82 H 6.148 -2.711 -3.667  0.108
83 H -2.667 -4.848 -2.050  0.088
84 H 1.773 -3.603 -1.554  0.082
85 H 4.914 -4.783 -4.200  0.107
86 H 6.417 4.910 5.778  0.111
87 H 1.109 2.644 5.200  0.113
88 H -5.823 1.591 -1.253  0.080
89 H -2.023 -2.739 0.657  0.094
90 H 0.398 -4.182 3.275  0.114
91 H -5.972 0.291 -0.074  0.086
92 H 4.264 6.103 5.690  0.111
93 H 5.185 -1.076 -2.074  0.118
94 H -4.035 1.471 -2.819  0.119
95 H 2.733 -5.234 -3.129  0.109
96 H -0.718 -0.950 6.659  0.116
97 H -2.475 1.385 -4.436  0.082
98 H -4.169 2.310 3.682  0.108
99 H -5.141 1.779 0.357  0.071
100 H -3.673 -0.663 0.850  0.131
101 H -1.904 -0.259 -4.702  0.077
102 H -1.501 -3.652 -1.494  0.046
103 H -3.779 -5.567 -6.585  0.077
104 H -3.136 -3.154 -1.917  0.093
105 H 1.665 -2.127 -5.202  0.063